Record 1
Here is an isolated molecule of C4H5N3 in a non-equilibrium geometry from the Open Molecules 2025 dataset. Energies are from wB97M-V/def2-TZVPD.

XYZ file:
```
12
Properties=species:S:1:pos:R:3:forces:R:3
N 2.100 0.229 0.128 0.21 -0.02 0.01
C 0.743 0.137 -0.168 0.16 0.35 0.55
C -0.484 0.999 -0.010 0.17 0.07 0.41
C -1.570 0.136 0.487 -0.19 -0.14 -0.06
C -1.211 -1.090 0.102 -0.41 0.29 -0.19
N 0.031 -1.046 -0.588 -0.08 0.54 -0.65
N 0.079 0.497 -1.322 -0.46 -1.09 -0.02
H 2.658 0.110 -0.711 -0.03 -0.01 0.02
H 2.346 -0.495 0.794 0.11 0.21 0.02
H -0.485 2.078 0.121 0.25 -0.24 -0.08
H -2.449 0.469 1.017 0.03 -0.09 -0.04
H -1.759 -2.024 0.150 0.23 0.13 0.03
```
Positions in Å, forces in eV/Å.

The calculation puts the total energy at -319.54472 hartree. The calculation puts the relative energy (zero: lowest compared OMol25 entry of this formula, charge and spin) at 4.558 eV. As for the highest occupied orbital energy: -8.95 eV. The charge is 0. As for the HOMO-LUMO gap: 9.772 eV. The multiplicity is 1. As for the SMILES: N[C@]12[C@@H]3C=CN1N32.



Record 2
Here is a structure of composition C10H20GaN5SSi from the Open Molecules 2025 dataset. Energies are from wB97M-V/def2-TZVPD.

XYZ file:
```
38
Properties=species:S:1:pos:R:3:forces:R:3
Ga 1.031 -0.237 -0.043 -0.20 -0.16 -0.14
C 1.673 0.778 -3.642 -0.10 -0.03 0.01
C 0.304 0.531 -3.092 0.11 -0.01 0.06
C -0.844 0.646 -3.847 -0.09 0.00 -0.04
C -2.083 0.417 -3.252 0.05 0.01 -0.02
C -2.191 0.103 -1.906 -0.01 -0.03 0.11
C -1.020 0.027 -1.174 -0.22 0.00 0.06
N 0.181 0.218 -1.784 0.20 -0.17 0.08
N -0.834 -0.273 0.182 -0.01 0.45 -0.08
Si -1.814 0.533 1.483 0.38 -0.32 -0.28
C -0.918 -0.032 3.023 0.04 0.06 -0.02
C -3.542 -0.102 1.420 -0.17 0.05 0.09
C -1.609 2.349 1.180 -0.14 0.13 0.06
H 1.835 0.199 -4.550 0.00 -0.01 0.01
H 2.447 0.522 -2.920 0.03 -0.02 -0.01
H 1.781 1.831 -3.905 0.01 0.01 0.01
H -0.767 0.907 -4.893 -0.02 -0.01 0.01
H -2.983 0.481 -3.851 0.02 0.02 0.00
H -3.143 -0.101 -1.440 0.00 0.05 -0.03
H -0.886 -1.127 3.073 -0.01 0.03 0.08
H -1.436 0.300 3.925 0.01 -0.01 -0.02
H 0.092 0.392 3.080 0.00 -0.10 0.02
H -3.564 -1.192 1.367 -0.02 0.02 0.00
H -4.108 0.303 0.580 -0.01 -0.02 0.01
H -4.073 0.199 2.328 0.00 -0.03 -0.05
H -0.556 2.596 1.020 0.00 0.04 0.04
H -1.966 2.956 2.015 0.00 -0.03 -0.03
H -2.165 2.664 0.293 0.03 0.00 0.01
N 1.369 -1.962 1.276 0.03 0.01 0.01
N 2.666 -1.930 1.797 0.19 -0.06 -0.01
C 3.598 -1.109 1.288 -0.12 -0.15 0.00
N 4.823 -1.176 1.753 0.10 0.03 0.00
S 3.263 0.008 0.013 -0.06 0.19 0.16
H 0.692 -1.854 2.037 0.01 0.09 -0.13
H 1.188 -2.853 0.811 0.03 -0.01 0.01
H 2.914 -2.615 2.501 -0.02 0.00 0.00
H 5.112 -1.849 2.451 -0.02 0.01 0.01
H 5.533 -0.549 1.402 0.00 0.00 0.02
```
Positions in Å, forces in eV/Å.

The calculation puts the total energy at -3278.84976 hartree. As for the highest occupied orbital energy: -14.72 eV. The charge is +2. As for the HOMO-LUMO gap: 7.841 eV. The multiplicity is 1.



Record 3
Here is an isolated molecule of C4H6N2S in a non-equilibrium geometry from the Open Molecules 2025 dataset. Energies are from wB97M-V/def2-TZVPD.

XYZ file:
```
13
Properties=species:S:1:pos:R:3:forces:R:3
C -0.389 -1.306 1.161 0.56 1.62 0.06
C -1.016 -0.195 0.679 -1.54 -0.26 0.49
C 1.372 -0.625 -0.222 -3.93 1.71 -1.41
C -0.447 1.570 -1.074 3.42 -0.25 1.90
N 0.951 -1.413 0.714 0.00 -0.05 -0.01
N -0.431 0.334 -0.377 3.28 -1.52 0.49
S 2.384 -0.343 -1.382 1.14 0.28 -0.28
H -0.896 -1.952 1.786 -0.01 -1.45 1.43
H -2.007 0.081 1.222 1.58 -0.11 -1.48
H -1.238 2.098 -0.704 -1.99 2.16 0.93
H 0.586 2.132 -0.961 -2.04 -0.93 -0.23
H -0.626 1.355 -2.061 -0.16 -0.20 -2.65
H 1.758 -1.736 1.217 -0.32 -1.00 0.77
```
Positions in Å, forces in eV/Å.

The calculation puts the total energy at -663.59031 hartree. The calculation puts the relative energy (zero: lowest compared OMol25 entry of this formula, charge and spin) at 3.761 eV. As for the highest occupied orbital energy: -7.19 eV. The charge is 0. As for the HOMO-LUMO gap: 7.896 eV. The multiplicity is 1.



Record 4
Here is a structure of composition CH5N2O2 in a non-equilibrium geometry from the Open Molecules 2025 dataset. Energies are from wB97M-V/def2-TZVPD.

XYZ file:
```
10
Properties=species:S:1:pos:R:3:forces:R:3
C -0.257 1.012 0.279 3.60 -1.12 -1.68
N -1.115 -1.238 -0.108 -0.74 1.31 -0.34
N 1.447 0.464 -0.387 -2.29 -0.34 0.14
O 1.951 -0.656 0.240 -0.52 0.76 0.42
O -1.280 0.208 -0.136 -1.75 -1.20 -0.27
H -0.492 1.996 -0.047 -0.07 0.85 -0.74
H 0.022 1.063 1.278 0.10 -0.63 2.34
H -0.815 -1.472 0.823 0.69 -0.04 0.21
H -0.378 -1.407 -0.776 0.58 -0.23 0.38
H 0.917 0.032 -1.166 0.40 0.63 -0.46
```
Positions in Å, forces in eV/Å.

The calculation puts the total energy at -300.90369 hartree. The calculation puts the relative energy (zero: lowest compared OMol25 entry of this formula, charge and spin) at 7.614 eV. As for the highest occupied orbital energy: -1.62 eV. The charge is -1. As for the HOMO-LUMO gap: 6.183 eV. The multiplicity is 1.



Record 5
Here is a structure of composition C34H36N6OS3SnTe from the Open Molecules 2025 dataset. Energies are from wB97M-V/def2-TZVPD.

XYZ file:
```
82
Properties=species:S:1:pos:R:3:forces:R:3
Sn 1.460 0.201 1.155 0.20 0.28 0.10
N 1.138 4.569 0.681 0.01 -0.04 -0.02
C 1.219 3.392 1.325 0.17 0.16 0.06
S -0.145 2.298 1.151 -0.19 -0.04 0.00
N 2.277 3.166 2.069 -0.20 -0.20 -0.15
N 2.178 1.916 2.604 0.26 0.04 0.22
C 2.504 1.676 3.806 -0.10 0.17 -0.04
C 2.091 0.381 4.355 0.14 0.10 0.01
C 2.438 -0.004 5.638 -0.06 -0.06 0.00
C 1.910 -1.183 6.143 -0.02 0.00 -0.05
C 1.047 -1.921 5.352 0.04 0.01 0.02
C 0.769 -1.473 4.069 -0.03 -0.07 0.00
N 1.282 -0.351 3.573 -0.09 -0.16 0.03
H 0.287 4.830 0.217 0.01 -0.01 0.00
H 1.847 5.263 0.850 -0.02 0.01 0.00
H 2.916 2.444 4.454 0.05 0.00 -0.02
H 3.100 0.617 6.225 0.03 0.01 0.01
H 2.163 -1.512 7.142 0.00 -0.01 0.02
H 0.597 -2.836 5.708 -0.01 -0.01 0.01
H 0.126 -2.039 3.409 0.01 0.00 0.01
S 1.659 -2.400 1.004 0.16 -0.16 0.02
C 3.163 -2.049 1.799 -0.18 -0.07 -0.04
N 3.623 -0.830 1.877 -0.07 -0.04 -0.14
C 4.776 -0.761 2.648 -0.01 0.11 -0.05
C 5.497 0.398 2.928 0.01 -0.03 0.02
C 6.616 0.294 3.729 0.02 -0.03 0.02
C 7.026 -0.943 4.240 0.00 0.03 -0.02
C 6.326 -2.099 3.954 -0.02 0.00 -0.02
C 5.192 -1.994 3.156 0.04 -0.02 0.04
S 4.095 -3.244 2.637 -0.01 0.04 0.00
H 5.185 1.346 2.512 -0.01 0.03 -0.02
H 7.194 1.179 3.956 0.02 0.02 0.01
H 7.910 -0.997 4.859 0.02 0.00 0.02
H 6.652 -3.055 4.340 0.00 -0.02 0.01
C 2.767 0.158 -2.527 -0.03 -0.04 -0.04
C 1.260 0.005 -2.485 0.43 0.06 0.43
O 0.597 -0.198 -3.487 -0.14 -0.07 -0.26
N 0.746 0.124 -1.227 -0.36 -0.15 -0.05
Te -1.183 -0.292 -1.003 -0.16 -0.02 0.02
C -1.953 -1.694 -2.394 0.12 0.16 -0.03
C -1.989 -3.003 -1.908 -0.05 -0.16 0.01
C -1.332 -3.423 -0.620 0.06 0.01 0.03
C -2.636 -3.972 -2.666 0.04 0.02 0.00
C -3.230 -3.671 -3.882 0.04 0.02 0.06
C -3.922 -4.725 -4.696 -0.01 0.00 0.00
C -3.148 -2.363 -4.342 -0.01 0.03 0.00
C -2.517 -1.348 -3.630 0.00 -0.06 -0.09
C -2.453 0.011 -4.264 -0.01 0.04 0.02
C -2.400 1.389 -1.386 0.26 0.00 -0.06
C -3.691 1.261 -0.875 -0.12 0.07 -0.02
C -4.199 0.006 -0.213 -0.03 -0.02 0.02
C -4.552 2.346 -1.009 -0.01 0.00 0.01
C -4.153 3.529 -1.613 0.04 -0.03 -0.01
C -5.095 4.688 -1.757 -0.01 0.00 0.01
C -2.851 3.614 -2.100 0.00 -0.04 -0.01
C -1.953 2.560 -2.003 0.01 0.06 0.00
C -0.567 2.722 -2.557 -0.01 -0.01 -0.03
H 3.091 0.250 -3.560 0.01 0.00 0.01
H 3.231 -0.724 -2.082 0.00 -0.01 0.00
H 3.088 1.030 -1.956 -0.03 0.01 -0.01
H -0.278 -3.134 -0.605 -0.06 -0.02 0.00
H -1.365 -4.506 -0.518 -0.02 -0.02 0.01
H -1.820 -2.993 0.259 0.01 0.00 -0.02
H -2.661 -4.990 -2.297 -0.01 -0.02 0.00
H -3.951 -5.677 -4.169 0.00 -0.02 0.01
H -3.408 -4.877 -5.645 0.01 0.00 -0.01
H -4.946 -4.429 -4.924 -0.01 0.01 0.00
H -3.584 -2.114 -5.302 -0.01 0.00 -0.02
H -2.871 -0.039 -5.267 0.02 0.01 -0.03
H -1.420 0.345 -4.334 0.00 0.00 0.02
H -3.020 0.753 -3.706 -0.03 -0.01 0.00
H -4.120 -0.865 -0.868 0.00 0.00 -0.01
H -5.249 0.122 0.048 0.00 -0.01 0.00
H -3.656 -0.215 0.711 0.01 0.01 0.00
H -5.563 2.258 -0.629 -0.02 0.00 0.00
H -6.042 4.495 -1.257 -0.01 0.00 0.01
H -5.302 4.889 -2.808 0.00 0.00 -0.03
H -4.663 5.595 -1.332 0.01 0.02 0.01
H -2.526 4.526 -2.588 0.00 0.02 0.00
H -0.516 3.604 -3.193 0.00 0.02 0.00
H -0.263 1.858 -3.150 -0.07 0.09 -0.01
H 0.156 2.833 -1.747 0.03 0.00 0.01
```
Positions in Å, forces in eV/Å.

The calculation puts the total energy at -3397.67219 hartree. The calculation puts the relative energy (zero: lowest compared OMol25 entry of this formula, charge and spin) at 0.476 eV. The expectation value of S² is 0.76. As for the highest occupied orbital energy (spin up / spin down): -9.58 / -10.86 eV. The charge is +1. As for the HOMO-LUMO gap (spin up / spin down): 6.423 / 6.561 eV. The multiplicity is 2.



Record 6
Here is a structure of composition C38H31ClIIrN4O5S in a non-equilibrium geometry from the Open Molecules 2025 dataset. Energies are from wB97M-V/def2-TZVPD.

XYZ file:
```
82
Properties=species:S:1:pos:R:3:forces:R:3
Ir -0.672 -0.140 0.010 0.96 2.21 0.09
Cl -3.602 4.597 -5.159 -0.11 0.37 -0.33
C -3.249 3.445 -3.940 0.59 -0.49 0.24
C -4.208 3.170 -2.947 0.38 -0.05 -0.28
C -3.962 2.229 -1.992 0.39 -0.60 0.40
C -2.732 1.496 -1.944 0.41 1.45 -1.79
O -2.555 0.605 -1.065 0.46 -2.35 2.46
C -1.758 1.823 -2.959 -0.28 -0.52 1.19
C -0.489 1.170 -2.964 -0.49 0.74 -0.68
O -0.084 0.298 -2.197 0.50 -0.45 0.79
C -2.039 2.786 -3.934 -0.67 0.52 -0.21
H -5.144 3.706 -2.952 -0.12 0.06 -0.03
H -4.701 1.994 -1.241 -0.09 0.01 0.08
H 0.190 1.497 -3.771 0.02 -0.15 0.00
H -1.303 3.004 -4.695 0.06 0.04 -0.07
O 3.300 -0.505 1.618 -0.16 0.27 -0.08
C 2.136 -0.220 1.435 0.29 -0.53 1.86
O 1.588 0.126 0.345 -1.94 -0.04 -1.88
C 1.198 -0.143 2.656 0.61 -0.14 -0.26
C 1.719 -0.213 3.941 -0.18 0.00 0.00
C 0.866 -0.014 5.015 0.02 -0.03 -0.22
C -0.464 0.288 4.756 -0.06 0.03 -0.15
C -0.893 0.339 3.440 -0.14 0.11 0.29
N -0.082 0.102 2.415 -0.20 -0.44 -0.62
H 2.772 -0.412 4.060 0.08 -0.04 -0.02
H 1.231 -0.075 6.030 0.02 0.02 0.06
H -1.164 0.481 5.554 -0.06 0.04 0.06
H -1.915 0.597 3.199 -0.14 -0.04 0.03
I -1.433 5.300 3.332 0.16 -0.36 -0.35
C -0.735 3.859 1.997 -0.18 0.33 0.28
C 0.575 3.639 1.616 -0.40 -0.06 -0.07
N 0.553 2.617 0.752 0.39 0.02 0.10
N -0.682 2.150 0.577 -0.04 -2.18 -0.79
C -1.487 2.897 1.316 -0.08 0.24 0.18
H 1.477 4.137 1.904 0.25 0.11 -0.04
H 1.324 2.090 0.348 -0.05 -0.02 0.09
H -2.549 2.746 1.329 -0.18 -0.16 -0.04
C -2.471 -1.593 1.029 0.28 1.46 -0.59
C -1.906 -2.808 1.432 0.79 -1.67 0.56
C -1.280 -2.967 2.701 -0.45 0.53 -0.64
C -0.628 -4.120 3.032 0.20 -0.60 -0.04
C -0.593 -5.194 2.126 -0.78 1.25 -0.34
C -1.282 -5.099 0.905 0.19 -0.40 0.43
C -1.921 -3.939 0.569 -0.32 0.83 0.48
C 0.130 -6.359 2.438 0.46 -0.76 0.18
N 0.740 -7.303 2.673 0.10 -0.13 0.04
H -2.712 -0.858 1.781 -0.08 0.08 0.03
H -3.094 -1.595 0.147 -0.05 0.21 -0.16
H -1.324 -2.152 3.409 0.07 0.03 0.04
H -0.139 -4.226 3.990 0.03 0.02 0.02
H -1.290 -5.952 0.242 0.00 -0.03 -0.06
H -2.454 -3.858 -0.367 -0.03 -0.01 -0.18
O 0.207 -2.249 -0.391 -1.00 2.44 1.48
S 0.456 -3.468 -1.202 0.83 -0.67 -2.11
C 2.191 -3.310 -1.818 -0.64 0.01 0.18
C 3.120 -3.434 -0.656 0.22 0.07 0.45
C 2.957 -4.446 0.289 0.05 0.13 -0.12
C 3.823 -4.549 1.360 0.08 0.06 0.10
C 4.871 -3.648 1.497 -0.06 0.01 -0.09
C 5.041 -2.641 0.561 0.07 -0.20 0.12
C 4.162 -2.523 -0.499 -0.26 -0.29 -0.20
C -0.535 -3.244 -2.786 0.28 -0.32 0.46
C 0.255 -3.058 -4.033 0.19 0.14 -0.34
C 0.910 -1.850 -4.263 -0.12 -0.01 -0.01
C 1.677 -1.663 -5.397 0.00 0.01 0.01
C 1.788 -2.680 -6.331 0.00 -0.05 0.00
C 1.125 -3.879 -6.121 0.11 -0.02 -0.13
C 0.369 -4.073 -4.978 -0.07 0.08 0.21
H 2.305 -2.350 -2.317 -0.09 -0.06 -0.03
H 2.313 -4.120 -2.539 -0.07 -0.02 -0.10
H 2.147 -5.155 0.189 -0.06 -0.14 -0.02
H 3.680 -5.334 2.087 0.01 -0.11 0.08
H 5.542 -3.728 2.337 0.10 -0.02 0.07
H 5.853 -1.939 0.660 0.06 0.12 0.05
H 4.284 -1.722 -1.212 -0.01 0.12 -0.08
H -1.160 -2.380 -2.558 -0.01 0.04 0.09
H -1.148 -4.144 -2.838 -0.10 0.05 -0.01
H 0.812 -1.060 -3.536 0.06 0.05 0.06
H 2.190 -0.724 -5.547 0.02 0.05 -0.04
H 2.391 -2.536 -7.214 0.03 -0.02 -0.11
H 1.203 -4.667 -6.854 0.00 -0.09 -0.05
H -0.141 -5.013 -4.822 -0.05 -0.11 0.00
```
Positions in Å, forces in eV/Å.

The calculation puts the total energy at -3321.91802 hartree. The expectation value of S² is 1.05. As for the highest occupied orbital energy (spin up / spin down): -10.34 / -10.33 eV. The charge is +1. As for the HOMO-LUMO gap (spin up / spin down): 5.202 / 5.477 eV. The multiplicity is 2.



- What is the multiplicity in the third record?
  1